# 1
{"formula": "C21H39BBr2Cl26F3O3", "method": "wB97M-V/def2-TZVPD", "species": ["Cl", "Br", "O", "H", "H", "Cl", "Cl", "H", "Cl", "Cl", "Cl", "H", "B", "C", "C", "H", "C", "H", "Cl", "C", "C", "C", "C", "C", "H", "O", "H", "C", "Cl", "Cl", "C", "Cl", "C", "H", "H", "H", "Cl", "C", "Cl", "H", "C", "Br", "H", "H", "H", "Cl", "H", "F", "H", "H", "C", "C", "H", "H", "H", "H", "H", "H", "H", "C", "Cl", "O", "H", "H", "C", "H", "Cl", "H", "Cl", "C", "Cl", "Cl", "C", "C", "Cl", "H", "F", "H", "Cl", "Cl", "H", "Cl", "C", "H", "Cl", "F", "H", "H", "H", "H", "H", "Cl", "Cl", "H", "Cl"], "xyz": [[6.229, -4.908, -1.707], [3.378, -0.077, -0.180], [-2.088, 1.529, 0.134], [-10.596, 3.982, -1.131], [0.408, -0.810, -0.557], [-7.084, 2.770, -0.589], [2.017, 5.810, 4.548], [1.011, -10.531, -5.513], [2.447, -9.664, -2.476], [-2.774, 6.365, 6.676], [-9.755, 5.916, -2.184], [-2.884, 9.002, 9.308], [-3.077, 1.211, 1.193], [6.283, -3.390, -2.613], [1.938, -5.846, -3.830], [-2.388, 2.939, 2.539], [2.149, 1.136, -1.177], [-1.855, 8.053, 0.701], [4.880, -3.228, -3.672], [-3.768, 4.970, 6.227], [-1.485, 0.289, -0.310], [-2.757, 8.398, 10.203], [0.874, 1.385, -0.285], [-3.358, 2.370, 2.315], [2.093, 2.896, 4.844], [-2.721, -0.152, 1.610], [-3.463, -0.948, -0.228], [-10.627, 5.047, -0.915], [-3.975, 7.274, 0.022], [1.926, -4.887, -2.348], [7.393, -7.446, -4.208], [11.929, -7.192, -3.339], [11.430, -6.887, -5.007], [1.265, 1.789, 0.712], [7.115, -7.106, -3.212], [2.772, -11.704, -1.342], [3.131, 0.915, 4.096], [-4.433, 3.392, 1.702], [10.407, -5.448, -5.117], [2.898, -6.353, -3.914], [0.054, 0.065, 0.076], [3.052, -0.793, -3.239], [-1.982, -1.783, 0.686], [6.293, -2.560, -1.909], [10.871, -7.746, -5.371], [-2.791, 3.691, 5.508], [12.316, -6.736, -5.618], [0.508, 0.360, -2.923], [7.187, -3.371, -3.218], [-1.776, 7.930, 10.197], [3.172, -11.260, -2.251], [-6.671, 3.844, -1.929], [-2.932, 7.740, 2.085], [-7.578, 4.097, -2.473], [0.097, -9.745, -4.205], [-1.732, 0.245, -1.425], [2.498, 6.183, 2.271], [-3.893, 4.020, 0.930], [3.172, 3.185, 3.460], [-2.592, 7.371, 1.119], [-1.297, -10.426, -5.979], [-4.946, 4.248, 2.769], [2.923, -11.884, -3.107], [-5.711, 4.758, 2.440], [1.588, 6.038, 2.848], [8.137, -6.776, -4.631], [-2.886, 9.443, 11.624], [-4.118, 1.057, 0.596], [-9.903, 5.331, 0.671], [2.420, 2.520, 3.878], [4.931, -11.152, -2.112], [0.076, -12.093, -4.015], [0.106, -10.569, -4.912], [-2.483, -0.821, 0.342], [5.957, -7.436, -5.240], [-5.975, 3.331, -2.590], [2.838, 2.388, -1.267], [0.069, -0.202, 1.170], [8.084, -9.070, -4.089], [0.650, -7.058, -3.825], [-3.759, 1.904, 3.269], [-5.917, 5.333, -1.348], [1.828, 0.701, -2.701], [-4.516, 5.287, 5.504], [1.032, 2.461, 2.785], [2.133, 1.753, -3.563], [1.063, 5.153, 2.494], [-11.659, 5.391, -0.898], [-5.264, 2.812, 1.191], [-4.256, 4.583, 7.119], [0.202, 2.215, -0.686], [-3.992, 7.135, 10.220], [-1.850, 5.786, 1.342], [1.795, -5.183, -4.680], [0.543, 7.444, 2.636]], "orbital_gap_ev": 5.490, "charge": -1, "homo_energy_ev": -4.06}



# 2
{"formula": "C2H10NO2", "method": "wB97M-V/def2-TZVPD", "species": ["H", "H", "H", "N", "C", "C", "H", "H", "H", "H", "O", "O", "H", "H", "H"], "xyz": [[0.824, 2.502, -2.177], [1.015, 0.262, 0.687], [0.470, 1.447, 1.719], [0.317, 1.006, 0.810], [-1.028, 0.409, 0.755], [-1.157, -0.894, 0.690], [-0.266, -1.501, 0.647], [-2.096, -1.420, 0.655], [-0.054, -3.226, -0.805], [-1.826, 1.115, 0.805], [0.825, -3.352, -0.434], [0.624, 2.797, -1.280], [0.790, -4.231, -0.027], [-0.233, 3.237, -1.341], [0.495, 1.695, 0.028]], "orbital_gap_ev": 11.562, "e_above_lowest_kcal_mol": 18.3, "charge": 1, "homo_energy_ev": -14.86}



# 3
{"formula": "C26H29BI2MnN3O6S", "method": "wB97M-V/def2-TZVPD", "species": ["H", "C", "H", "H", "B", "C", "H", "H", "C", "C", "C", "C", "C", "C", "H", "C", "H", "H", "C", "S", "O", "N", "H", "C", "H", "H", "H", "H", "O", "H", "H", "H", "H", "O", "N", "H", "C", "C", "H", "H", "H", "C", "C", "C", "I", "Mn", "C", "C", "O", "H", "H", "C", "H", "C", "C", "N", "C", "C", "H", "H", "I", "O", "C", "C", "C", "O", "H", "H", "H"], "xyz": [[5.476, -0.572, 0.330], [-7.030, -0.189, 1.488], [-7.232, -0.260, -1.251], [1.251, 5.273, 0.523], [-0.445, 0.614, 0.059], [2.118, 5.240, -0.135], [2.970, 5.750, 0.310], [-6.483, -0.014, 2.417], [2.828, -0.065, 2.418], [-3.633, -0.849, 0.562], [3.324, -0.134, -4.032], [0.984, 0.076, -4.454], [-4.907, 0.967, -0.378], [4.895, -0.816, 4.171], [-3.543, -1.815, 1.039], [0.834, 0.444, -3.134], [4.992, -0.291, -1.928], [1.298, -4.874, -0.734], [-6.967, -1.216, -0.796], [2.582, 3.565, -0.380], [3.785, 3.565, -1.183], [1.568, -1.739, -0.494], [-6.923, -2.890, 1.297], [4.388, -0.560, 0.443], [4.150, 1.414, 0.028], [-7.290, 0.781, 1.061], [-0.140, 0.693, -2.729], [2.421, -0.536, -5.934], [2.739, 2.918, 0.930], [4.684, 1.442, -2.036], [6.054, -1.143, 2.405], [-5.458, -2.331, 2.104], [-5.366, -3.046, 0.482], [1.424, 2.901, -1.047], [3.829, 0.532, -0.366], [-6.374, -1.781, -1.519], [-3.758, 1.700, -0.663], [3.682, -0.394, 4.692], [2.206, -4.564, 0.758], [4.013, -1.500, 0.036], [-7.892, -1.766, -0.606], [1.488, -2.848, -0.213], [-5.959, -2.403, 1.136], [4.083, -0.463, 1.920], [6.427, -1.431, 5.453], [1.608, 1.048, -0.011], [1.351, -4.255, 0.159], [3.086, 0.260, -2.720], [1.798, 0.223, 1.659], [-5.864, 1.405, -0.635], [1.887, 5.657, -1.113], [5.093, -0.836, 2.804], [0.125, 0.029, -5.109], [4.237, 0.482, -1.771], [-6.188, -1.025, 0.513], [1.860, 0.520, -2.282], [-2.505, -0.116, 0.275], [-4.872, -0.295, 0.227], [3.519, -0.352, 5.760], [0.444, -4.391, 0.744], [0.840, 0.617, 4.577], [-1.274, 1.608, -0.474], [2.260, -0.230, -4.908], [2.680, -0.019, 3.819], [-2.558, 1.124, -0.320], [-1.191, -0.455, 0.512], [4.335, -0.349, -4.356], [-7.959, -0.712, 1.728], [-3.806, 2.677, -1.126]], "orbital_gap_ev": [7.259, 7.900], "charge": 0, "spin_multiplicity": 5, "homo_energy_ev": [-7.50, -7.60], "s_squared": 6.1801}



# 4
{"formula": "C7H19NO3", "method": "wB97M-V/def2-TZVPD", "species": ["C", "O", "H", "C", "H", "H", "H", "H", "C", "H", "O", "H", "H", "H", "H", "H", "H", "O", "H", "H", "H", "N", "H", "H", "H", "C", "C", "C", "C", "H"], "xyz": [[0.655, -0.388, -2.190], [-0.059, 3.578, 1.614], [0.405, -3.612, 2.088], [-1.734, 0.368, -1.305], [1.843, -1.323, -0.680], [-1.367, 1.116, -0.562], [1.904, 2.456, 2.979], [0.928, -1.168, -3.058], [1.770, -0.334, -1.133], [1.805, 1.119, 3.600], [0.380, -2.717, 2.600], [-0.050, -2.572, -0.892], [0.317, 4.239, 1.070], [2.696, 0.103, -1.526], [0.821, 1.676, -0.487], [0.753, 0.597, 0.757], [-3.714, 0.816, -1.494], [1.611, 1.557, 2.706], [-0.022, -2.191, 1.793], [-2.383, -1.216, 0.288], [2.316, 0.991, 0.404], [-1.735, -1.931, 0.176], [0.601, 3.162, 2.034], [-3.178, -0.786, -2.311], [-2.257, -2.678, 0.443], [-0.662, -0.602, -1.569], [-2.997, 0.177, -1.703], [-0.814, -1.822, -0.868], [1.364, 0.817, -0.108], [0.803, 0.570, -2.666]], "orbital_gap_ev": 8.093, "e_above_lowest_kcal_mol": 61.3, "charge": 0, "homo_energy_ev": -7.63}



Calculated max |F| in order - 0.056 0.010 0.025 0.117 Eh/bohr